<A>
The following is a quantum chemistry calculation of one molecule with the formula C2H6P2S, from the Open Molecules 2025 dataset.

## Properties
HOMO energy = -8.91 eV
SMILES = P[C@@H]1S[C@H]1P
Gap between HOMO and LUMO = 9.738 eV

Atoms and positions in Å:
C -0.2840 -0.5297 0.0366
C 0.9426 0.2233 0.0994
P -1.3138 -0.4366 1.6102
P 1.6736 1.2808 -1.2751
S 1.2149 -1.5390 0.1732
H -0.8084 -0.7020 -0.9731
H 1.0765 0.6261 1.0823
H -1.5059 -1.7864 1.6572
H -2.5008 0.0150 1.0447
H 0.4715 2.2340 -1.0209
H 1.0338 0.6144 -2.4344

=====

<B>
The following is a quantum chemistry calculation of a 2-piece molecular cluster, C2H6P2S overall, from the Open Molecules 2025 dataset.

## Properties
HOMO energy (alpha / beta) = -8.81 / -8.57 eV
Gap between HOMO and LUMO (alpha / beta) = 7.729 / 6.598 eV

Atoms and positions in Å:
C -0.6238 1.3021 0.1456
C -1.3295 0.1566 0.0143
P 4.4056 -0.0390 0.0480
P -3.1161 0.0563 -0.0484
S 1.0940 1.1903 -0.0070
H -1.0415 2.2850 0.2246
H -0.7398 -0.8393 0.0457
H 5.3639 -1.1908 -0.1392
H 4.7674 -0.1194 1.3416
H -3.1106 -1.3756 -0.3098
H -3.0798 0.4270 -1.5098

=====

Energetically preferred structure: <A> | next structure: +2.277 eV

=====

<A>
The following is a quantum chemistry calculation of a 2-piece molecular cluster, C3H3BrO2 overall, from the Open Molecules 2025 dataset.

## Properties
HOMO energy (alpha / beta) = -7.91 / -7.91 eV
Gap between HOMO and LUMO (alpha / beta) = 6.952 / 6.953 eV

Atoms and positions in Å:
C -0.4011 0.1988 0.3225
C 0.1477 -0.3212 -0.7746
C 0.6211 -1.6460 -3.2556
O 1.7528 -1.5526 -3.0279
O -0.5566 -0.7160 -1.7988
Br -0.5682 -2.2839 -4.4096
H 0.2025 0.5288 1.1422
H -1.4645 0.3244 0.3991
H 1.2318 -0.4256 -0.8652

=====

<B>
The following is a quantum chemistry calculation of a 2-piece molecular cluster, C3H3BrO2 overall, from the Open Molecules 2025 dataset.

## Properties
HOMO energy (alpha / beta) = -8.63 / -8.70 eV
Gap between HOMO and LUMO (alpha / beta) = 8.372 / 7.835 eV

Atoms and positions in Å:
C -1.2225 0.6787 1.2160
C 1.0926 -0.5905 -0.5504
C -0.2025 -0.0546 -0.9824
O -2.3228 1.0066 1.0782
O 1.0030 0.6665 -1.0885
Br -0.3015 0.4587 2.8274
H 1.2073 -0.7217 0.5920
H 1.5988 -1.3494 -1.1637
H -0.8525 -0.0944 -1.9286

=====

Energetically preferred structure: <A> | next structure: +1.641 eV

=====

<A>
The following is a quantum chemistry calculation of one molecule with the formula C2F4, from the Open Molecules 2025 dataset.

## Properties
HOMO energy = -10.18 eV
SMILES = FC(F)=C(F)F
Gap between HOMO and LUMO = 10.926 eV

Atoms and positions in Å:
C 0.0808 0.1220 0.6550
C 0.0386 -0.0988 -0.6363
F -0.4748 -0.7043 1.5615
F 0.6810 1.1667 1.1553
F 0.0733 0.8112 -1.6059
F -0.3990 -1.2968 -1.1297

=====

<B>
The following is a quantum chemistry calculation of a 2-piece molecular cluster, C2F4 overall, from the Open Molecules 2025 dataset.

## Properties
HOMO energy = -10.15 eV
Gap between HOMO and LUMO = 9.475 eV

Atoms and positions in Å:
C 1.0766 -0.0285 -0.2765
C -1.2127 0.0739 0.4921
F 1.7316 0.9435 0.2242
F 1.7858 -1.1274 -0.1345
F -1.7109 -1.0796 0.0475
F -1.7851 1.0613 -0.1968

=====

Energetically preferred structure: <A> | next structure: +2.766 eV

=====

<A>
The following is a quantum chemistry calculation of one molecule with the formula C4H7NOSi, from the Open Molecules 2025 dataset.

## Properties
HOMO energy (alpha / beta) = -6.06 / -8.95 eV
Gap between HOMO and LUMO (alpha / beta) = 6.781 / 8.555 eV
Multiplicity = 3

Atoms and positions in Å:
C 1.8772 -0.5988 0.4130
C 0.7559 -1.4435 0.3752
C 1.9534 0.5917 -0.3245
C -0.3415 -1.1234 -0.2701
N 0.9897 1.1020 -0.9465
O -1.5059 -0.6848 -0.4598
Si -2.5122 0.4778 0.1989
H 2.6403 -1.1172 0.9153
H 0.8135 -2.3534 0.9623
H 2.8708 1.1560 -0.3146
H 0.8706 2.0993 -1.2324
H -3.3725 -0.3178 1.0728
H -1.6608 1.3723 0.7218
H -3.3786 0.8397 -1.1114

=====

<B>
The following is a quantum chemistry calculation of one molecule with the formula C4H7NOSi, from the Open Molecules 2025 dataset.

## Properties
HOMO energy (alpha / beta) = -3.65 / -9.17 eV
Gap between HOMO and LUMO (alpha / beta) = 4.566 / 8.125 eV
Multiplicity = 3

Atoms and positions in Å:
C 1.9198 -0.7341 -0.0369
C 0.5768 -0.9207 0.2933
C 2.2192 0.6062 -0.0681
C 0.0143 0.3548 0.1467
N 1.0570 1.2928 0.1126
O -1.2910 0.6979 0.2275
Si -2.6703 -0.0995 -0.1300
H 2.6595 -1.4964 -0.1020
H 0.1525 -1.8164 0.5505
H 3.1941 1.1270 -0.1754
H 0.9755 2.2078 -0.1920
H -2.5488 -1.1861 0.7870
H -3.8247 0.7745 -0.0339
H -2.4338 -0.8075 -1.3793

=====

Energetically preferred structure: <B> | next structure: +1.127 eV